Arrangement 1

A single C3H6N2 molecule. Source: the Open Molecules 2025 dataset; level of theory: ωB97M-V with the def2-TZVPD basis set.

```
11
Properties=species:S:1:pos:R:3:nbo_charge:R:1
C -1.08084 -0.65040 0.18519 -0.242
H -0.61444 -0.87769 1.11089 0.191
H -1.83962 -1.54513 -0.02017 0.197
C -1.11180 0.60725 -0.31509 -0.286
N 2.53060 -0.10949 -0.09995 -0.621
H 1.18622 0.99928 1.02851 0.175
H -1.90959 1.01847 -1.05072 0.241
H 2.64131 -0.54864 -1.08447 0.339
H -1.00794 1.24404 0.73884 0.201
C 1.20136 0.18797 0.10458 0.239
N 0.00474 -0.32566 -0.59761 -0.435
```

Values from the calculation:
- orbital gap (eV) = 10.87
- charge = 0
- M (g/mol) = 70.09
- E_LUMO (eV) = 0.971
- SMILES string = [H]/N=C\N1CC1

Arrangement 2

A single C3H6N2 molecule. Source: the Open Molecules 2025 dataset; level of theory: ωB97M-V with the def2-TZVPD basis set.

```
11
Properties=species:S:1:pos:R:3:nbo_charge:R:1
H -1.62336 -0.42303 0.19068 0.193
N -0.02666 -0.86964 -0.98935 -0.460
H 1.90555 -0.21823 1.38341 0.197
H 0.43983 1.85199 0.23556 0.214
C 0.01828 0.82200 0.56113 -0.498
N 0.85681 -1.27338 -0.18783 -0.187
H -0.30875 1.01793 1.62551 0.235
H 0.11175 -1.45581 -1.86126 0.411
H -1.41629 0.73119 -1.27280 0.215
C 0.96972 -0.28909 0.70335 -0.090
C -0.92688 0.10607 -0.38841 -0.232
```

Values from the calculation:
- orbital gap (eV) = 8.65
- charge = 0
- M (g/mol) = 70.09
- E_LUMO (eV) = 1.130
- SMILES string = C1=NNCC1

The least stable of them is arrangement 1.

Arrangement 1

A single C3H6N2 molecule. Source: the Open Molecules 2025 dataset; level of theory: ωB97M-V with the def2-TZVPD basis set.

```
11
Properties=species:S:1:pos:R:3:nbo_charge:R:1
H -0.49671 -0.48537 2.25058 0.208
N 0.37613 -0.25385 0.31665 -0.312
H -1.33543 0.49413 0.97045 0.232
N -0.15062 0.64940 -0.59158 -0.282
H 1.92165 1.04814 -1.12499 0.170
C 0.84339 1.27118 -1.18760 -0.059
H 0.66237 1.97121 -1.87790 0.161
C -0.69510 -0.30004 1.27329 -0.265
H 0.25452 -2.31672 0.27308 0.210
C -0.44428 -1.32891 0.27346 -0.278
H -0.80899 -1.33359 -0.72171 0.214
```

Values from the calculation:
- orbital gap (eV) = 10.50
- charge = 0
- M (g/mol) = 70.09
- E_LUMO (eV) = 1.260
- SMILES string = C=NN1CC1

Arrangement 2

A single C3H6N2 molecule. Source: the Open Molecules 2025 dataset; level of theory: ωB97M-V with the def2-TZVPD basis set.

```
11
Properties=species:S:1:pos:R:3:nbo_charge:R:1
H -0.11513 -1.25400 -1.49468 0.221
H 1.75003 -1.16750 0.55550 0.335
H -1.35854 1.60559 -0.39806 0.233
C 0.14088 -0.04404 0.23664 0.165
N 0.38681 -0.17020 1.62086 -0.457
C -0.49370 0.98358 -0.62615 -0.430
C -0.74813 -0.59184 -0.76256 -0.439
H -1.70038 -1.15506 -0.42375 0.235
H 0.56891 0.64976 2.18427 0.354
N 1.45297 -0.21948 0.68278 -0.442
H 0.11627 1.36319 -1.57486 0.225
```

Values from the calculation:
- orbital gap (eV) = 10.69
- charge = 0
- M (g/mol) = 70.09
- E_LUMO (eV) = 1.242
- SMILES string = C1CC12NN2

Arrangement 3

A single C3H6N2 molecule. Source: the Open Molecules 2025 dataset; level of theory: ωB97M-V with the def2-TZVPD basis set.

```
11
Properties=species:S:1:pos:R:3:nbo_charge:R:1
C -1.95581 0.18082 -0.28450 0.257
H -0.60047 1.77334 -0.66813 0.242
H 1.69913 -0.50109 -1.24216 0.199
C -0.77016 0.98757 0.08093 -0.302
H 1.41307 -1.70722 -0.01056 0.203
H 2.35384 -0.28129 0.39622 0.182
H -0.16227 -0.66294 1.00864 0.368
N 0.24942 -0.02332 0.35689 -0.646
H -1.01752 1.55160 1.00280 0.226
C 1.47679 -0.61913 -0.17567 -0.396
N -2.68602 -0.69833 -0.46446 -0.333
```

Values from the calculation:
- orbital gap (eV) = 9.71
- charge = 0
- M (g/mol) = 70.09
- E_LUMO (eV) = 0.823
- SMILES string = CNCC#N

Arrangement 4

A single C3H6N2 molecule. Source: the Open Molecules 2025 dataset; level of theory: ωB97M-V with the def2-TZVPD basis set.

```
11
Properties=species:S:1:pos:R:3:nbo_charge:R:1
H -1.35897 -1.29427 -0.48346 0.131
H -3.01307 0.36788 -0.68690 0.352
H -0.00172 -0.55413 1.57991 0.232
C 0.04633 0.18875 0.65816 -0.516
N 2.23044 0.59478 -0.02905 -0.590
H 2.98594 0.22786 -0.60906 0.329
C -1.22745 -0.18534 -0.05903 0.158
N -2.17970 0.59238 -0.15099 -0.635
C 1.20573 -0.11675 -0.24988 0.131
H 0.12983 1.17266 0.90736 0.248
H 1.18264 -0.99380 -0.87708 0.160
```

Values from the calculation:
- orbital gap (eV) = 10.52
- charge = 0
- M (g/mol) = 70.09
- E_LUMO (eV) = 0.981
- SMILES string = [H]/N=C/C/C=N/[H]

The least stable of them is arrangement 1.

Arrangement 1

C4H9NO2S as an isolated structure. Source: the Open Molecules 2025 dataset; level of theory: ωB97M-V with the def2-TZVPD basis set.

```
17
Properties=species:S:1:pos:R:3:nbo_charge:R:1
O -3.57323 -1.02130 0.15415 -0.929
H 0.20325 -2.07945 -0.40025 0.235
O -3.15334 1.31405 -0.18688 -0.919
H 0.28702 1.62837 -1.08930 0.218
H -1.29538 -1.34638 1.36372 0.242
S -2.57806 0.00957 0.01164 2.276
C -0.31695 -0.13377 -0.08768 0.135
H 1.28795 -1.04632 -1.25290 0.219
H 1.59482 -0.92280 0.44376 0.221
C 0.37875 1.27772 -0.05430 -0.634
H 1.37556 1.08255 0.25270 0.212
C -1.23582 -0.38868 1.11794 -0.665
H -1.44162 0.27627 -1.94371 0.402
H -0.91503 0.37936 1.89483 0.253
C 0.80812 -1.17079 -0.29245 -0.632
H -0.12204 2.10010 0.55631 0.226
N -1.40883 -0.29307 -1.12516 -0.858
```

Values from the calculation:
- orbital gap (eV) = 10.77
- charge = 0
- M (g/mol) = 135.19
- E_LUMO (eV) = 0.603

Arrangement 2

A 2-piece molecular cluster, C4H9NO2S overall. Source: the Open Molecules 2025 dataset; level of theory: ωB97M-V with the def2-TZVPD basis set.

```
17
Properties=species:S:1:pos:R:3:nbo_charge:R:1
C -2.65028 -1.19379 1.07495 -0.286
C 0.97069 0.40164 0.12244 -0.332
S -2.35691 0.89919 -0.51980 1.369
H -3.58254 -1.96208 1.29496 0.209
O -2.89934 -0.68088 -0.22543 -0.709
H 1.45474 0.54225 -2.94452 0.212
H 2.35359 1.76076 0.87418 0.360
H -2.61184 -0.37560 1.86180 0.208
H 0.47185 -0.18396 0.98651 0.195
H 1.89236 -0.15610 -0.17424 0.212
O -2.18364 1.53969 0.77573 -0.911
H 0.83064 2.10767 1.25321 0.365
C 0.46392 0.69769 -2.38545 -0.491
C 0.15247 0.44648 -1.13570 0.030
H -1.63891 -1.56652 1.11356 0.180
N 1.40917 1.76259 0.49108 -0.826
H -0.28159 0.86735 -3.15948 0.216
```

Values from the calculation:
- orbital gap (spin up / spin down) (eV) = 8.05 / 7.93
- charge = 0
- M (g/mol) = 135.19
- E_LUMO (spin up / spin down) (eV) = -0.108 / -0.252

Arrangement 3

A 2-piece molecular cluster, C4H9NO2S overall. Source: the Open Molecules 2025 dataset; level of theory: ωB97M-V with the def2-TZVPD basis set.

```
17
Properties=species:S:1:pos:R:3:nbo_charge:R:1
C 1.83099 -1.18516 1.23590 -0.715
O 2.39801 -0.02560 -1.88335 -0.524
H 2.30424 -0.20719 1.25051 0.217
N -1.25529 -0.88755 -1.09586 -0.734
H -0.67482 1.80790 -1.18690 0.201
H -0.00310 1.86112 0.44487 0.236
S 0.02598 -0.95093 1.22423 0.105
H -1.67792 1.35874 0.20699 0.163
H 2.07437 -1.73772 2.14033 0.216
C -0.66498 1.30787 -0.21455 -0.671
H 2.13207 -1.74278 0.35115 0.216
H -1.07839 -0.78396 -2.10927 0.442
H -1.17520 -1.87109 -0.81967 0.432
C -0.15183 -0.11209 -0.37190 -0.390
O 0.47133 -0.39313 -3.07814 -0.622
C 1.35697 -0.19996 -2.34461 1.048
H -2.19838 -0.54583 -0.86430 0.380
```

Values from the calculation:
- orbital gap (eV) = 7.78
- charge = 0
- M (g/mol) = 135.19
- E_LUMO (eV) = 0.450

The least stable of them is arrangement 2.